DFT (ωB97M-V with the def2-TZVPD basis set) results for 2 unconnected molecules or ions with the total composition C8H16N2 at a distorted geometry.

Values from the calculation:
Lowest unoccupied orbital energy = -0.289 Eh
HOMO energy = -18.84 eV
Orbital gap = 10.96 eV
Net charge = +2
ΔE to the lowest compared entry with this formula, charge and spin = 266.5 kJ/mol

```
26
Properties=species:S:1:pos:R:3:forces:R:3
N -0.304481 -1.502146 -1.345709 -0.38 -0.67 1.05
N -0.055139 1.482564 -0.163409 2.56 1.25 0.80
C 2.240951 2.258437 -0.975551 -3.38 1.70 2.79
C 0.040737 -2.825960 -1.822908 -1.31 -2.09 -1.69
C -1.046145 -1.289454 1.026109 1.12 0.53 2.42
C -0.638173 -1.185092 -0.179003 -0.21 -1.38 -1.11
C -2.435412 -1.293163 1.535101 0.36 -1.13 0.95
C 1.191864 1.708828 0.126513 0.30 0.32 -3.40
C -1.269180 1.728167 -0.101729 -0.08 1.18 -0.09
C 1.712796 1.407916 1.425478 -0.80 2.54 1.24
H 3.137657 2.613477 -0.517707 0.35 0.27 0.62
H -2.639883 -0.409378 2.104841 -0.10 0.64 0.22
H 0.719631 -3.153875 -1.097853 1.24 -1.18 0.55
H -0.275606 -1.162158 1.825683 -0.31 -0.18 -0.76
H 1.775343 2.450928 1.895462 0.92 -1.17 -0.45
H -0.858742 -3.499841 -1.836745 0.71 0.73 0.28
H 1.089989 0.926266 2.097284 -1.98 -0.96 0.99
H 0.427993 -2.888867 -2.893134 -0.23 0.78 1.62
H -3.086772 -1.425898 0.743317 -1.64 0.07 -1.52
H -0.239703 -0.854076 -2.045908 0.19 2.65 -1.95
H 2.548389 0.795234 1.419498 2.40 -0.26 -0.22
H -2.633358 -2.139823 2.210745 0.48 0.19 -0.09
H -1.722002 2.689320 0.143108 0.43 0.09 0.20
H 1.729014 3.043835 -1.538793 0.12 0.17 0.25
H -1.901334 0.947585 -0.361177 -1.45 -1.21 -0.55
H 2.491565 1.577174 -1.673513 0.70 -2.87 -2.16
```
Forces are in eV/Å.

In elementary charge units, the Mulliken charges are: -0.063, 0.012, -1.170, -0.849, -0.042, 0.345, -1.321, 0.680, -0.229, -1.277, 0.388, 0.374, 0.343, 0.341, 0.357, 0.332, 0.421, 0.336, 0.404, 0.326, 0.429, 0.412, 0.318, 0.391, 0.337, 0.407

DFT (ωB97M-V with the def2-TZVPD basis set) results for 2 unconnected molecules or ions with the total composition C8H16N2O3 at a distorted geometry.

Values from the calculation:
Lowest unoccupied orbital energy = -0.001 Eh
HOMO energy = -8.91 eV
Orbital gap = 8.89 eV
ΔE to the lowest compared entry with this formula, charge and spin = 809.7 kJ/mol
Structure (SMILES) = CC/C(=N\O)[N+](=O)[O-].C/C=C/CC

```
29
Properties=species:S:1:pos:R:3:forces:R:3
O 0.311919 1.912229 -0.066276 -2.05 -0.32 -1.37
O -2.787375 -1.137559 0.193903 -0.12 0.62 0.51
O -3.021014 0.340911 1.794844 -0.31 -0.58 -0.05
N -2.595646 -0.059477 0.733404 0.12 -0.40 0.16
N -0.626688 1.019755 0.494356 0.69 0.36 0.76
C -3.797761 2.382615 -0.636678 -0.75 -0.53 -1.41
C -2.585249 1.602604 -1.110012 0.44 -1.02 0.47
C 4.128776 -1.189001 -0.621426 2.54 5.17 0.65
C 0.311739 -2.479486 1.308724 -0.88 -0.19 1.99
C 1.331332 -1.893040 0.497810 2.40 -2.06 -3.53
C 2.961773 -0.119556 -0.436947 -0.58 -3.69 -2.51
C -1.782197 0.916913 0.001789 0.34 1.25 -1.53
C 1.915202 -0.727662 0.487917 -0.28 2.98 1.44
H -4.137708 3.021021 -1.501170 0.26 -0.36 1.25
H 0.884411 2.226567 0.630337 0.03 -0.46 0.78
H -2.847766 0.891973 -1.884672 -0.39 -0.74 0.26
H -0.571286 -2.408863 0.761093 -1.83 -0.05 -1.26
H 3.327571 0.730261 -0.003002 1.07 2.17 1.18
H 5.048615 -0.645224 -1.149553 -1.94 -1.26 0.68
H 0.096245 -1.771556 2.115622 0.14 -0.67 0.67
H -4.616354 1.724289 -0.359100 -0.19 -0.27 -0.29
H 1.607367 -0.006860 1.296005 0.27 -0.79 -0.57
H 3.839439 -1.998550 -1.147354 -0.97 -2.59 -1.89
H 0.343561 -3.572386 1.560670 0.63 1.18 0.18
H 2.586677 0.213065 -1.495398 0.36 -0.81 1.90
H 4.571718 -1.514956 0.317486 -0.40 0.04 0.28
H -3.611597 2.886387 0.271970 0.43 1.24 0.68
H 1.657987 -2.543030 -0.369853 -0.33 0.43 0.82
H -1.943691 2.198616 -1.684489 1.30 1.34 -0.25
```
Forces are in eV/Å.

In elementary charge units, the Mulliken charges are: -0.381, -0.565, -0.562, 1.056, -0.174, -1.104, -0.551, -1.227, -1.283, 0.252, -0.514, 0.117, -0.086, 0.338, 0.370, 0.379, 0.239, 0.391, 0.296, 0.335, 0.299, 0.215, 0.389, 0.334, 0.205, 0.349, 0.376, 0.121, 0.388

DFT (ωB97M-V with the def2-TZVPD basis set) results for C8H16N2O3 in the gas phase at a distorted geometry.

Values from the calculation:
Lowest unoccupied orbital energy = 0.006 Eh
HOMO energy = -9.33 eV
Orbital gap = 9.49 eV
ΔE to the lowest compared entry with this formula, charge and spin = 291.8 kJ/mol
Structure (SMILES) = CC[C@H](C)[C@H](N)C(=O)NCC(=O)O

```
29
Properties=species:S:1:pos:R:3:forces:R:3
O 1.437149 -0.395726 -2.870656 -2.08 1.04 3.49
O 1.151569 3.877410 1.128244 0.50 0.95 -1.65
O 1.742346 3.963610 -1.070260 -0.32 0.22 0.62
N 1.933092 -1.152336 0.232533 3.06 1.25 0.06
N 0.956941 1.325253 -1.437612 0.84 -2.55 -4.91
C 1.260465 3.367467 -0.155588 0.03 -0.63 0.79
C -1.582853 -0.451620 -0.907754 -1.13 0.72 0.40
C 0.812292 -1.117398 -0.678784 -1.82 0.72 1.41
C -0.955620 -1.999895 0.929272 0.38 0.33 0.94
C 0.977468 -0.067426 -1.717135 3.72 0.91 -4.70
C -0.537764 -0.749205 0.105692 -0.11 -5.10 -1.57
C 0.710650 1.956942 -0.275121 -0.65 0.32 3.73
C -2.135334 -1.740507 1.960616 0.39 -1.22 -0.41
H 2.320989 -0.060752 0.376503 -0.53 -4.47 -0.65
H -0.471035 0.007235 0.779746 0.82 2.37 1.78
H -2.660445 -2.682799 2.293919 1.08 0.75 -0.05
H -1.232772 -2.786812 0.189799 0.24 0.27 0.74
H -1.724112 -1.255139 -1.618603 0.10 -0.20 -0.23
H -0.001175 -2.247200 1.478346 -1.16 -0.40 -0.39
H -2.561088 -0.272526 -0.404081 0.63 0.13 -0.56
H 1.227923 1.335162 0.493452 -0.61 0.87 0.35
H -0.371635 1.969597 -0.008251 0.45 0.30 0.11
H -1.854210 -1.121791 2.822611 0.22 -0.40 -0.14
H -1.215762 0.431057 -1.408491 -0.82 0.42 -0.66
H 1.054747 3.251949 1.842978 -0.24 -0.70 -0.10
H -2.951907 -1.226385 1.503811 -0.49 0.64 -0.66
H 0.779707 -2.106076 -1.191088 -0.53 0.84 0.31
H 2.670285 -1.922336 -0.113157 -1.71 3.12 1.01
H 1.220088 1.870248 -2.280942 -0.25 -0.49 0.94
```
Forces are in eV/Å.

In elementary charge units, the Mulliken charges are: -0.696, -0.497, -0.510, -0.587, -0.063, 0.544, -1.565, -0.391, -0.654, 0.241, 0.365, -0.250, -1.281, 0.336, 0.273, 0.346, 0.314, 0.366, 0.372, 0.409, 0.135, 0.211, 0.315, 0.470, 0.338, 0.348, 0.527, 0.310, 0.276

DFT (ωB97M-V with the def2-TZVPD basis set) results for a molecular structure, C8H16N2O3S2 at a distorted geometry.

Values from the calculation:
Lowest unoccupied orbital energy = 0.003 Eh
HOMO energy = -9.10 eV
Orbital gap = 9.19 eV
ΔE to the lowest compared entry with this formula, charge and spin = 373.9 kJ/mol

```
31
Properties=species:S:1:pos:R:3:forces:R:3
S 1.704578 2.667977 3.322316 -3.74 -0.76 -0.73
S -2.833830 -2.024378 -3.831910 -0.20 1.91 1.56
O -1.620518 -0.232921 1.314917 0.95 0.48 0.13
O 3.643033 0.790734 2.070878 -1.30 -1.62 -1.65
O 2.679684 -1.086531 1.217658 -1.51 1.71 -1.07
N 0.466003 0.620496 1.488241 -2.49 -1.16 -3.89
N 0.473497 -1.715789 -0.546952 1.38 -0.89 -3.38
C -0.458762 -0.589850 -0.582592 1.63 1.64 -1.56
C 1.635267 1.240054 0.931562 0.52 -2.23 -0.83
C -4.242263 -0.763845 -3.921492 0.32 1.63 1.45
C -1.523767 -1.376827 -2.521694 -1.15 -1.54 -1.30
C -1.825305 -0.924555 -1.064542 -1.69 -1.62 -2.35
C 1.849981 2.594031 1.491855 -2.21 1.53 0.07
C -0.554440 -0.019471 0.726232 -1.30 0.82 5.89
C 2.741532 0.295323 1.389072 2.86 -0.52 1.73
H 2.711660 3.053403 1.105148 1.74 0.21 0.21
H -0.027802 0.310743 -1.204187 -0.46 -1.96 0.40
H 0.803247 -1.789840 -1.596784 -0.34 -0.06 2.85
H -4.065676 0.189930 -4.462746 0.62 -0.92 -0.31
H 0.010840 -2.643503 -0.416368 0.07 1.23 0.23
H 1.625401 1.266851 -0.206884 -0.33 -0.06 1.36
H 1.091061 3.274008 1.030175 0.06 -0.59 0.65
H 0.039028 2.251247 3.280004 3.89 1.39 0.29
H -2.291786 -1.881437 -0.531450 0.64 2.71 -0.66
H -0.879558 -2.284270 -2.583124 -0.55 0.51 0.29
H 1.865848 -1.403853 0.638387 1.49 1.01 0.99
H -4.580721 -0.285194 -2.929096 0.55 -1.56 -0.99
H -0.944194 -0.604023 -2.972411 0.20 0.71 -0.78
H -5.094386 -1.235521 -4.396760 0.02 -0.33 0.10
H 0.293204 0.597519 2.467355 0.06 0.14 0.51
H -2.415688 0.053974 -1.174782 0.27 -1.83 0.80
```
Forces are in eV/Å.

In elementary charge units, the Mulliken charges are: -0.204, -0.064, -0.695, -0.560, -0.548, -0.118, -0.672, 0.249, 0.355, -0.849, -1.062, 0.087, -1.106, -0.208, 0.562, 0.479, 0.136, 0.320, 0.301, 0.291, 0.206, 0.368, 0.119, 0.215, 0.234, 0.437, 0.258, 0.506, 0.330, 0.349, 0.281